1.
C22H22Cl2MoNO2S4Sb | ωB97M-V/def2-TZVPD

```
55
Properties=species:S:1:pos:R:3:forces:R:3:mulliken_spin:R:1
Mo 0.047 -0.238 0.228 -1.0 -2.9 -1.6 1.827
C -2.210 1.532 4.437 0.1 -0.1 0.0 0.001
C -0.991 1.294 3.533 0.0 0.2 0.0 0.006
C 0.128 2.284 3.856 -0.1 -0.1 0.0 -0.004
C -1.447 1.341 2.093 0.0 -0.2 0.1 -0.058
C -1.918 0.156 1.475 -0.8 0.6 0.2 0.021
C -2.536 0.238 0.210 -0.7 0.3 0.4 0.005
C -2.751 1.467 -0.427 0.1 -0.1 0.0 0.001
C -3.533 1.535 -1.701 0.0 0.0 0.0 -0.007
C -2.235 2.605 0.174 0.0 0.0 0.1 0.045
C -1.576 2.537 1.397 -0.1 0.1 0.0 0.010
H -1.918 1.423 5.481 0.0 0.0 0.0 0.000
H -3.002 0.813 4.225 0.0 0.0 0.0 -0.001
H -2.608 2.537 4.292 0.0 0.0 0.0 0.000
H -0.620 0.288 3.739 0.0 0.0 0.0 0.007
H -0.226 3.315 3.821 0.0 0.0 0.0 0.000
H 0.961 2.173 3.160 0.0 0.0 0.0 0.002
H 0.500 2.100 4.864 0.0 0.0 0.0 0.000
H -2.085 -0.724 2.086 0.4 -0.2 -0.1 0.009
H -3.048 -0.633 -0.174 0.2 -0.1 -0.1 0.005
H -3.262 0.717 -2.369 0.0 0.0 0.0 0.007
H -3.358 2.477 -2.215 0.0 0.0 0.0 -0.003
H -4.603 1.455 -1.495 0.0 0.0 0.0 0.005
H -2.376 3.570 -0.297 0.0 0.0 0.0 -0.002
H -1.224 3.454 1.852 0.0 0.0 0.0 0.000
S 1.369 -2.439 -3.603 0.5 -0.2 -0.2 0.899
Sb -0.649 -1.511 -2.957 -0.4 0.8 0.8 0.072
S -0.726 -2.262 -0.576 -0.1 -0.4 -0.4 -0.078
S -0.040 0.686 -2.065 -0.3 -0.5 0.1 0.094
Cl 7.290 1.290 -0.589 0.1 0.0 0.0 0.001
C 5.687 0.663 -0.553 -0.1 0.3 0.1 0.009
C 5.455 -0.647 -1.003 -0.3 -0.2 0.0 0.016
C 4.194 -1.182 -0.973 0.0 0.2 0.1 0.001
Cl 3.952 -2.794 -1.518 -0.1 -0.2 0.0 0.018
C 3.068 -0.447 -0.493 -0.4 0.0 0.2 0.020
O 1.894 -0.990 -0.478 0.7 0.2 0.2 0.020
C 3.349 0.885 -0.034 -0.2 -0.3 -0.2 0.029
C 2.310 1.659 0.491 0.6 -0.3 -0.3 0.034
O 1.141 1.211 0.611 1.6 2.6 1.0 -0.019
C 4.655 1.418 -0.088 0.3 0.1 0.0 0.007
H 6.278 -1.242 -1.374 0.0 0.0 0.0 -0.001
H 2.503 2.680 0.819 -0.1 0.0 0.1 -0.008
H 4.835 2.429 0.255 0.0 0.0 0.0 0.000
S 0.875 -1.367 2.475 -0.2 0.5 -0.1 -0.007
C 1.814 -2.786 2.266 -0.1 -0.1 0.0 0.007
N 1.649 -3.609 1.211 0.1 0.1 0.1 0.010
C 2.285 -4.790 1.073 0.1 -0.1 0.0 0.000
C 3.161 -5.216 2.026 0.0 -0.1 0.0 0.005
C 3.375 -4.397 3.143 -0.1 0.1 0.0 -0.001
C 2.714 -3.199 3.263 0.0 0.0 -0.1 0.005
H 0.990 -3.314 0.487 0.0 0.0 -0.1 -0.010
H 2.045 -5.355 0.185 0.0 0.0 0.0 0.000
H 3.664 -6.165 1.920 0.0 0.0 0.0 0.000
H 4.051 -4.714 3.926 0.0 0.0 0.0 0.000
H 2.855 -2.557 4.119 0.0 0.0 0.0 -0.001
```
Positions in Å, forces in eV/Å.

frontier orbital gap (spin up / spin down) = 6.159 / 5.753 eV
total charge = +1
spin multiplicity = 4
HOMO level (spin up / spin down) = -10.62 / -10.85 eV
DFT total energy = -105531.3881 eV

---

2.
C22H22ClFN2O2 | ωB97M-V/def2-TZVPD

```
50
Properties=species:S:1:pos:R:3:forces:R:3:mulliken_charge:R:1
C -0.307 -2.078 -0.615 -0.1 -0.1 0.0 -0.885
O 0.207 -0.928 -1.234 0.1 0.3 -0.2 -0.077
C -0.646 -0.410 -2.229 -0.1 0.1 -0.1 -0.515
C -0.031 0.885 -2.779 -0.1 -0.6 0.0 -0.916
N 0.397 1.781 -1.734 -0.1 0.2 -0.1 0.253
C -0.629 2.537 -1.033 0.1 0.2 0.1 -1.970
C -1.373 1.689 -0.037 0.1 0.0 0.2 0.013
C -0.701 1.105 1.011 -0.3 0.0 -0.1 -0.126
C -1.365 0.247 1.908 -0.5 0.0 -0.1 0.637
C -0.725 -0.413 2.990 -0.1 -0.2 0.2 1.225
C 0.737 -0.210 3.236 0.0 0.0 0.0 -1.648
C -1.471 -1.236 3.792 0.3 0.2 -0.2 -0.792
C -2.849 -1.452 3.586 -0.3 0.1 -0.3 0.888
C -3.588 -2.364 4.515 0.0 0.0 0.0 -1.551
C -3.477 -0.824 2.543 0.1 -0.2 0.3 -0.583
C -2.753 0.030 1.691 0.6 0.1 0.1 -0.694
N -3.406 0.622 0.670 -0.3 0.2 -0.4 -0.635
C -2.749 1.395 -0.137 0.0 -0.3 0.6 0.650
Cl -3.690 2.077 -1.423 -0.2 0.2 -0.3 -0.207
C 1.651 1.788 -1.228 0.0 0.0 -0.3 0.809
O 1.958 2.410 -0.227 0.1 0.0 0.3 -0.674
C 2.697 1.023 -1.984 0.3 0.2 -0.2 -0.069
C 3.285 -0.102 -1.423 0.0 0.1 -0.1 -0.237
C 4.320 -0.754 -2.072 0.0 -0.1 0.1 -0.900
C 4.796 -0.277 -3.282 0.0 0.0 0.0 -0.392
C 4.234 0.853 -3.853 -0.1 0.1 0.0 -0.680
C 3.196 1.484 -3.197 0.0 -0.2 0.1 0.623
F 2.638 2.577 -3.765 0.0 -0.1 0.1 -0.324
H -1.271 -1.874 -0.132 0.0 0.0 0.0 0.305
H -0.439 -2.892 -1.338 0.0 0.0 0.0 0.318
H 0.417 -2.377 0.140 0.0 -0.1 0.0 0.219
H -1.642 -0.220 -1.805 0.1 -0.1 -0.1 0.288
H -0.762 -1.133 -3.051 0.0 0.1 0.1 0.594
H -0.775 1.392 -3.400 0.1 0.0 0.0 0.415
H 0.827 0.626 -3.398 -0.1 0.1 0.0 0.303
H -1.315 2.960 -1.769 0.1 0.0 0.1 0.534
H -0.114 3.344 -0.504 -0.2 -0.1 -0.1 0.394
H 0.350 1.312 1.131 0.2 0.0 0.0 0.799
H 1.316 -0.497 2.360 0.1 0.0 0.0 0.204
H 0.949 0.837 3.446 0.1 0.1 0.0 0.387
H 1.068 -0.807 4.083 0.0 0.0 0.0 0.385
H -0.995 -1.745 4.619 0.1 0.0 0.1 0.394
H -3.135 -3.354 4.514 0.0 -0.1 0.0 0.349
H -4.631 -2.455 4.223 -0.1 0.0 0.0 0.349
H -3.543 -1.980 5.533 0.0 0.0 0.1 0.344
H -4.529 -0.962 2.348 -0.1 0.0 0.0 0.421
H 2.912 -0.464 -0.479 0.0 0.0 0.1 0.504
H 4.761 -1.633 -1.629 0.0 -0.1 0.0 0.418
H 5.607 -0.781 -3.784 0.1 0.0 0.0 0.385
H 4.589 1.249 -4.792 0.0 0.1 -0.1 0.469
```
Positions in Å, forces in eV/Å.

frontier orbital gap = 8.741 eV
HOMO level = -8.57 eV
DFT total energy = -45487.1065 eV
SMILES = COCCN(Cc1cc2c(C)cc(C)cc2nc1Cl)C(=O)c1ccccc1F